ORCA calculation (ωB97M-V with the def2-TZVPD basis set) on C8H12O3 in the gas phase in a non-equilibrium geometry.

Structure (XYZ):
```
23
Properties=species:S:1:pos:R:3
C -2.8479 -1.7198 -2.4445
C -0.5151 -0.6481 -0.5812
C -2.3224 -0.4204 -2.3327
C 0.6382 -0.1877 0.3258
C 1.1470 1.0572 0.3898
C 2.3183 1.3603 1.2687
C 0.6101 2.1983 -0.4059
C 0.4434 -1.5304 2.2371
O -3.7521 -2.0430 -3.1998
O -1.2853 -0.0424 -1.4689
O 1.1525 -1.2380 1.0457
H -2.3826 -2.4732 -1.7757
H -0.6619 -1.7209 -0.4595
H -2.6667 0.4227 -2.9028
H 2.8128 0.4446 1.5843
H 1.9956 1.9109 2.1545
H 3.0309 1.9865 0.7333
H -0.3437 1.9619 -0.8638
H 1.3157 2.4668 -1.1921
H 0.4935 3.0689 0.2382
H -0.5642 -1.9067 2.0235
H 0.3660 -0.6451 2.8775
H 1.0180 -2.3022 2.7488
```

Summary:
**Total energy**: -537.587967 Eh
**Energy relative to the best compared isomer or geometry (same formula, charge and spin)**: 107.8 kcal/mol
**Gap between HOMO and LUMO (alpha / beta)**: 6.460 / 7.991 eV
**LUMO energy (alpha / beta)**: -0.98 / -0.37 eV
**Charge**: 0